<1>
ORCA calculation (the ωB97M-V functional and the def2-TZVPD basis) on 2 unconnected molecules or ions with the total composition C3H6N2S.

Each line ends with the natural charge from an NBO analysis.
CARTESIAN COORDINATES (ANGSTROEM)
C (-1.121, -1.092, -0.251)  0.0447
C (-1.865, -0.107, 0.596)  -0.6378
C (2.432, 0.575, -0.082)  -0.4844
N (-0.120, -0.630, -0.900)  -0.2355
N (0.050, 0.585, -0.977)  -0.2438
S (-1.286, 1.444, -0.170)  0.3248
H (-1.287, -2.190, -0.282)  0.2092
H (-2.957, -0.031, 0.654)  0.2592
H (-1.400, -0.209, 1.569)  0.2412
H (1.899, 0.841, 0.801)  0.1678
H (2.816, -0.449, -0.088)  0.1660
H (2.840, 1.262, -0.870)  0.1886

Calculated values
Lowest unoccupied orbital energy (alpha / beta), eV: 0.70 / -1.01
E_HOMO (alpha / beta), Eh: -0.3039 / -0.2946
Kohn-Sham gap (alpha / beta), eV: 8.98 / 7.01

<2>
ORCA calculation (the ωB97M-V functional and the def2-TZVPD basis) on C3H6N2S in the gas phase.

Each line ends with the natural charge from an NBO analysis.
CARTESIAN COORDINATES (ANGSTROEM)
C (-1.694, 1.008, 0.983)  -0.4316
C (1.306, -0.806, -0.464)  -0.0891
C (1.497, -1.135, -1.687)  -0.3326
H (-1.480, 2.027, 0.334)  0.2079
H (-2.531, 0.523, 0.451)  0.2228
H (-1.942, 1.462, 2.182)  0.2456
H (0.139, 0.115, 1.784)  0.3661
H (1.718, -1.359, 0.641)  0.1726
H (0.522, -0.656, -1.983)  0.2381
N (-0.505, 0.275, 0.816)  -0.3871
N (0.153, -0.005, -0.351)  -0.1429
S (2.816, -1.449, -2.706)  -0.0699

Calculated values
SMILES string: CN/N=C/C=S
Lowest unoccupied orbital energy, eV: -1.19
E_HOMO, Eh: -0.2961
Kohn-Sham gap, eV: 6.86

Quick one: most stable of them? <1>

<1>
ORCA calculation (the ωB97M-V functional and the def2-TZVPD basis) on 2 unconnected molecules or ions with the total composition C3H6N2S.

Each line ends with the natural charge from an NBO analysis.
CARTESIAN COORDINATES (ANGSTROEM)
C (-0.925, -1.080, 0.484)  0.3656
C (0.725, 1.408, -1.544)  -0.5282
C (-0.673, -0.382, 1.642)  -0.1351
N (-1.312, -1.511, -0.625)  -0.5944
N (0.195, -0.544, 2.559)  -0.6023
S (1.008, -0.281, -2.043)  0.0704
H (-0.032, 1.904, -2.117)  0.1952
H (0.655, 1.563, -0.465)  0.1932
H (-1.061, 0.651, 1.485)  0.1870
H (0.226, 0.181, 3.174)  0.3306
H (1.835, -0.722, -1.056)  0.1583
H (-0.642, -1.188, -1.494)  0.3597

Calculated values
Lowest unoccupied orbital energy (alpha / beta), eV: -0.71 / -0.34
E_HOMO (alpha / beta), Eh: -0.2757 / -0.3163
Kohn-Sham gap (alpha / beta), eV: 6.79 / 8.26

<2>
ORCA calculation (the ωB97M-V functional and the def2-TZVPD basis) on C3H6N2S in the gas phase.

Each line ends with the natural charge from an NBO analysis.
CARTESIAN COORDINATES (ANGSTROEM)
C (0.024, -0.907, -0.264)  -0.0549
C (-1.204, -1.063, 0.075)  -0.4166
C (0.212, 1.601, -0.155)  0.2710
H (2.437, -0.504, 1.318)  0.1167
H (0.410, -1.878, -0.674)  0.2266
H (-2.053, -0.328, 0.351)  0.1864
H (-1.317, -2.264, -0.200)  0.2252
H (1.026, 2.360, -0.320)  0.1938
H (-1.677, 0.823, 0.370)  0.3534
N (0.766, 0.316, -0.481)  -0.5798
N (-1.045, 1.707, 0.002)  -0.6647
S (2.423, 0.137, -0.023)  0.1429

Calculated values
SMILES string: [H]/N=C\N(S)C=C
Lowest unoccupied orbital energy, eV: 0.54
E_HOMO, Eh: -0.3361
Kohn-Sham gap, eV: 9.68

<3>
ORCA calculation (the ωB97M-V functional and the def2-TZVPD basis) on 2 unconnected molecules or ions with the total composition C3H6N2S.

Each line ends with the natural charge from an NBO analysis.
CARTESIAN COORDINATES (ANGSTROEM)
C (-1.382, -0.175, -0.184)  -0.2493
C (-0.329, -0.875, -0.654)  -0.0263
C (-1.361, -0.215, 1.337)  -0.5782
N (0.673, -1.391, 0.159)  -0.5639
N (2.408, 0.455, -0.631)  -0.5878
S (0.264, -1.103, 1.715)  0.5215
H (-2.226, 0.188, -0.698)  0.2277
H (-0.173, -0.963, -1.814)  0.2187
H (-1.416, 0.763, 1.715)  0.2257
H (-2.100, -0.790, 1.979)  0.2382
H (3.124, 0.004, -0.167)  0.2874
H (2.330, 1.395, -0.043)  0.2862

Calculated values
Lowest unoccupied orbital energy (alpha / beta), eV: -0.56 / -0.21
E_HOMO (alpha / beta), Eh: -0.3481 / -0.2806
Kohn-Sham gap (alpha / beta), eV: 8.91 / 7.42

<4>
ORCA calculation (the ωB97M-V functional and the def2-TZVPD basis) on C3H6N2S in the gas phase.

Each line ends with the natural charge from an NBO analysis.
CARTESIAN COORDINATES (ANGSTROEM)
C (1.161, -0.352, 0.156)  -0.5923
C (0.553, 0.703, 1.015)  -0.2813
C (-1.426, 0.148, -0.161)  0.2611
H (2.120, -0.412, 0.155)  0.2236
H (0.783, -1.441, 0.373)  0.1988
H (0.444, 0.652, 2.026)  0.2382
H (1.016, 1.466, 0.277)  0.2132
H (-2.395, -0.319, 0.029)  0.1733
H (-1.291, -1.030, -1.765)  0.3785
N (-0.791, 0.809, 0.785)  -0.5011
N (-0.929, -0.212, -1.434)  -0.7448
S (0.756, -0.010, -1.455)  0.4326

Calculated values
SMILES string: C1=NCCSN1
Lowest unoccupied orbital energy, eV: 0.78
E_HOMO, Eh: -0.3125
Kohn-Sham gap, eV: 9.29

Quick one: most stable of them? <4>

<1>
ORCA calculation (the ωB97M-V functional and the def2-TZVPD basis) on C3H6N2S in the gas phase.

Each line ends with the natural charge from an NBO analysis.
CARTESIAN COORDINATES (ANGSTROEM)
C (-1.910, -0.618, 0.018)  -0.6656
C (-0.638, 0.201, -0.012)  0.1047
C (2.300, 0.855, 0.014)  -0.1125
H (-2.401, -0.504, 0.977)  0.2464
H (-2.576, -0.259, -0.757)  0.2480
H (-1.727, -1.709, -0.179)  0.1997
H (0.319, -1.562, -0.035)  0.3897
H (3.367, 0.895, 0.021)  0.1837
H (1.685, 1.748, -0.024)  0.2052
N (0.477, -0.569, -0.020)  -0.4037
N (1.825, -0.335, 0.004)  -0.2443
S (-0.721, 1.857, -0.005)  -0.1512

Calculated values
SMILES string: C=NNC(C)=S
Lowest unoccupied orbital energy, eV: 0.34
E_HOMO, Eh: -0.3100
Kohn-Sham gap, eV: 8.77

<2>
ORCA calculation (the ωB97M-V functional and the def2-TZVPD basis) on 2 unconnected molecules or ions with the total composition C3H6N2S.

Each line ends with the natural charge from an NBO analysis.
CARTESIAN COORDINATES (ANGSTROEM)
C (2.648, 1.302, 0.030)  -0.0969
C (-1.684, 0.031, -0.094)  0.3644
C (-2.655, -1.010, 0.054)  -0.7315
N (-0.855, 0.813, -0.209)  -0.3997
N (1.959, 0.206, -0.042)  -0.5493
S (2.477, -1.353, 0.008)  -0.2044
H (2.147, 2.254, -0.016)  0.1903
H (3.718, 1.261, 0.131)  0.1958
H (-3.663, -0.610, -0.057)  0.2604
H (-2.480, -1.770, -0.708)  0.2684
H (-2.548, -1.462, 1.040)  0.2668
H (0.937, 0.337, -0.137)  0.4359

Calculated values
SMILES string: C=[NH+][S-].CC#N
Lowest unoccupied orbital energy (alpha / beta), eV: 0.59 / 0.59
E_HOMO (alpha / beta), Eh: -0.2801 / -0.2801
Kohn-Sham gap (alpha / beta), eV: 8.21 / 8.21

Quick one: most stable of them? <1>

<1>
ORCA calculation (the ωB97M-V functional and the def2-TZVPD basis) on a gas-phase ion, C8H9BrN3S (charge +1).

Each line ends with the natural charge from an NBO analysis.
CARTESIAN COORDINATES (ANGSTROEM)
C (1.591, -0.855, -0.894)  0.2778
C (-0.733, -0.210, -1.486)  0.1973
C (0.685, -0.182, 1.178)  -0.2394
C (2.675, -1.388, 1.232)  -0.0807
C (2.555, -1.132, 2.570)  -0.3430
C (-2.652, 0.172, -0.171)  -0.2460
C (-2.817, 1.143, -1.330)  -0.3587
C (-1.344, 0.877, -0.880)  0.0102
N (0.547, -0.673, -1.695)  -0.4753
N (1.568, -0.895, 0.460)  -0.4179
N (-0.662, 1.948, -0.317)  -0.8213
S (1.183, -0.021, 2.759)  0.5480
Br (3.670, -1.404, 3.986)  0.2381
H (2.360, -1.487, -1.409)  0.2250
H (3.324, -2.060, 0.866)  0.2320
H (-2.454, 0.497, 0.813)  0.2345
H (-2.864, -0.840, -0.132)  0.2435
H (-3.225, 0.800, -2.297)  0.2716
H (-3.225, 2.167, -1.012)  0.2616
H (0.086, 1.547, 0.311)  0.3973
H (-1.147, 2.697, 0.079)  0.3913
H (0.880, -0.702, -2.630)  0.4541

Calculated values
Lowest unoccupied orbital energy (alpha / beta), eV: -4.98 / -4.98
E_HOMO (alpha / beta), Eh: -0.4366 / -0.4409
Kohn-Sham gap (alpha / beta), eV: 6.90 / 7.02
Total charge: +1

<2>
ORCA calculation (the ωB97M-V functional and the def2-TZVPD basis) on a gas-phase ion, C8H9BrN3S (charge +1).

Each line ends with the natural charge from an NBO analysis.
CARTESIAN COORDINATES (ANGSTROEM)
C (1.849, -2.136, 0.032)  0.0718
C (0.496, -0.312, 0.356)  0.2960
C (2.311, 0.119, 0.022)  -0.0426
C (4.133, -1.194, -0.154)  -0.0946
C (4.678, 0.040, -0.070)  -0.2907
C (-0.357, 1.738, -0.675)  -0.3787
C (-1.059, 1.763, 0.718)  -0.3756
C (-0.723, 0.440, -0.042)  -0.0108
N (0.623, -1.606, 0.234)  -0.4856
N (2.761, -1.135, -0.076)  -0.3242
N (-1.716, -0.476, -0.471)  -0.8641
S (3.477, 1.375, 0.217)  0.5085
Br (6.427, 0.462, 0.072)  0.2420
H (2.069, -3.233, -0.019)  0.2580
H (4.696, -2.102, -0.312)  0.2653
H (-1.187, 2.141, -1.399)  0.2516
H (0.652, 1.976, -0.808)  0.2230
H (-0.626, 1.951, 1.696)  0.2363
H (-2.006, 2.097, 0.556)  0.2262
H (-1.805, -0.739, -1.482)  0.4049
H (-2.425, -0.753, 0.104)  0.3946
H (-0.343, -2.144, 0.270)  0.4884

Calculated values
SMILES string: NC1(c2[nH]c[n+]3cc(Br)sc23)CC1
Lowest unoccupied orbital energy (alpha / beta), eV: -3.31 / -3.31
E_HOMO (alpha / beta), Eh: -0.4245 / -0.4245
Kohn-Sham gap (alpha / beta), eV: 8.24 / 8.24
Total charge: +1

Quick one: most stable of them? <2>

<1>
ORCA calculation (the ωB97M-V functional and the def2-TZVPD basis) on a molecular structure, C22H20AsIrO5.

Each line ends with the natural charge from an NBO analysis.
CARTESIAN COORDINATES (ANGSTROEM)
Ir (-0.412, -1.761, -0.565)  1.2052
O (-2.003, -5.467, 1.251)  -0.6067
C (-1.595, -4.258, 1.033)  0.8222
O (-1.603, -3.719, -0.061)  -0.6533
C (-1.144, -3.571, 2.319)  -0.1966
O (-0.424, -2.369, 2.105)  -0.4401
C (0.904, -2.385, 2.504)  -0.0987
C (1.869, -2.868, 1.269)  0.7803
O (2.977, -3.187, 1.571)  -0.2980
O (1.269, -2.796, 0.178)  -0.6785
H (-2.344, -5.930, 0.461)  0.5384
H (-0.571, -4.295, 2.908)  0.2404
H (-2.061, -3.321, 2.873)  0.2661
H (1.107, -3.046, 3.351)  0.2440
H (1.216, -1.357, 2.717)  0.2572
C (-1.121, 5.379, 0.561)  -0.1637
C (-2.195, 4.508, 0.670)  -0.1723
C (-1.976, 3.141, 0.696)  -0.2649
C (-0.677, 2.661, 0.571)  -0.1822
C (0.410, 3.522, 0.497)  -0.2683
C (0.173, 4.887, 0.476)  -0.1847
As (-0.413, 0.690, 0.484)  0.9609
C (-1.174, 0.296, -1.331)  -0.3193
C (-0.696, 1.037, -2.422)  -0.2222
C (-1.269, 0.891, -3.671)  -0.1341
C (-2.292, -0.028, -3.872)  -0.1481
C (-2.786, -0.767, -2.809)  -0.1395
C (-2.245, -0.611, -1.523)  -0.4065
C (1.498, 0.480, 0.150)  -0.2757
C (2.388, 0.811, 1.175)  -0.2757
C (3.740, 0.545, 1.044)  -0.1736
C (4.214, -0.099, -0.094)  -0.1726
C (3.336, -0.455, -1.106)  -0.1712
C (1.985, -0.173, -0.991)  -0.3129
H (-1.289, 6.446, 0.567)  0.2429
H (-3.201, 4.888, 0.755)  0.2401
H (-2.813, 2.460, 0.810)  0.2239
H (1.425, 3.151, 0.425)  0.2287
H (1.013, 5.560, 0.396)  0.2405
H (0.098, 1.760, -2.270)  0.2475
H (-0.911, 1.490, -4.494)  0.2526
H (-2.715, -0.152, -4.857)  0.2551
H (-3.610, -1.445, -2.967)  0.2509
H (-2.818, -0.995, -0.673)  0.2725
H (2.009, 1.296, 2.072)  0.2314
H (4.422, 0.823, 1.830)  0.2457
H (5.263, -0.330, -0.181)  0.2475
H (3.707, -0.949, -1.990)  0.2422
H (1.336, -0.389, -1.841)  0.2229

Calculated values
Spin multiplicity: 5
Lowest unoccupied orbital energy (alpha / beta), eV: -6.23 / -10.28
E_HOMO (alpha / beta), Eh: -0.5345 / -0.5360
Kohn-Sham gap (alpha / beta), eV: 8.31 / 4.31
Total charge: +2

<2>
ORCA calculation (the ωB97M-V functional and the def2-TZVPD basis) on a molecular structure, C22H20AsIrO5.

Each line ends with the natural charge from an NBO analysis.
CARTESIAN COORDINATES (ANGSTROEM)
Ir (0.554, 1.533, 0.383)  1.0404
O (-0.370, 5.508, -1.128)  -0.5942
C (0.113, 4.477, -0.504)  0.8191
O (-0.243, 3.323, -0.708)  -0.6560
C (1.171, 4.872, 0.496)  -0.1934
O (1.660, 3.691, 1.141)  -0.4967
C (1.818, 3.731, 2.501)  -0.0481
C (0.437, 2.944, 3.182)  0.7920
O (0.253, 3.457, 4.251)  -0.2776
O (-0.031, 2.058, 2.470)  -0.6584
H (-1.050, 5.257, -1.779)  0.5364
H (1.995, 5.359, -0.029)  0.2697
H (0.744, 5.578, 1.211)  0.2521
H (2.598, 3.042, 2.823)  0.2563
H (1.896, 4.724, 2.930)  0.2408
C (2.715, -3.606, 2.117)  -0.1595
C (3.264, -2.614, 1.313)  -0.1822
C (2.431, -1.754, 0.616)  -0.2491
C (1.048, -1.897, 0.733)  -0.2935
C (0.493, -2.888, 1.535)  -0.2352
C (1.338, -3.745, 2.226)  -0.1832
As (-0.058, -0.711, -0.275)  1.0979
C (0.193, -1.033, -2.135)  -0.2950
C (0.566, -2.307, -2.553)  -0.2301
C (0.706, -2.554, -3.911)  -0.1820
C (0.481, -1.537, -4.830)  -0.1599
C (0.113, -0.267, -4.405)  -0.1827
C (-0.034, -0.009, -3.051)  -0.2450
C (-1.887, -0.947, 0.206)  -0.3038
C (-2.266, -0.734, 1.532)  -0.2453
C (-3.594, -0.898, 1.889)  -0.1938
C (-4.530, -1.262, 0.928)  -0.1588
C (-4.147, -1.465, -0.391)  -0.1743
C (-2.820, -1.306, -0.762)  -0.2338
H (3.366, -4.279, 2.658)  0.2427
H (4.338, -2.519, 1.223)  0.2386
H (2.859, -0.998, -0.036)  0.2183
H (-0.581, -3.002, 1.614)  0.2361
H (0.919, -4.526, 2.845)  0.2430
H (0.750, -3.096, -1.834)  0.2345
H (0.992, -3.539, -4.251)  0.2436
H (0.595, -1.736, -5.887)  0.2426
H (-0.061, 0.517, -5.128)  0.2357
H (-0.337, 0.978, -2.716)  0.2120
H (-1.533, -0.459, 2.283)  0.2229
H (-3.900, -0.746, 2.916)  0.2395
H (-5.566, -1.391, 1.212)  0.2421
H (-4.881, -1.752, -1.131)  0.2409
H (-2.517, -1.470, -1.789)  0.2344

Calculated values
Spin multiplicity: 5
Lowest unoccupied orbital energy (alpha / beta), eV: -6.09 / -9.90
E_HOMO (alpha / beta), Eh: -0.5347 / -0.5433
Kohn-Sham gap (alpha / beta), eV: 8.46 / 4.89
Total charge: +2

Quick one: most stable of them? <2>

<1>
ORCA calculation (the ωB97M-V functional and the def2-TZVPD basis) on 3 unconnected molecules or ions with the total composition C3H9NO2S2.

Each line ends with the natural charge from an NBO analysis.
CARTESIAN COORDINATES (ANGSTROEM)
S (-0.496, 3.365, -1.018)  -0.3137
S (-0.473, -2.965, -0.478)  0.0879
C (0.385, -1.434, -0.767)  -0.5713
C (0.302, -0.664, 0.567)  -0.2917
N (1.009, 0.523, 0.418)  -0.2664
C (1.798, 0.987, 1.403)  0.4743
O (1.818, 2.147, 1.761)  -0.5034
H (-0.077, 2.387, -0.162)  0.1570
H (1.355, -1.864, -1.121)  0.2520
H (-0.114, -0.821, -1.552)  0.2753
H (0.656, -1.252, 1.439)  0.2102
H (-0.757, -0.563, 0.842)  0.2908
H (0.393, 4.281, -0.492)  0.1546
H (2.423, 0.216, 1.914)  0.1085
H (-2.055, -1.797, -0.683)  0.4397
H (-3.487, -1.489, -1.182)  0.4720
O (-2.681, -1.057, -0.887)  -0.9758

Calculated values
Lowest unoccupied orbital energy, eV: -4.62
E_HOMO, Eh: -0.3385
Kohn-Sham gap, eV: 4.59

<2>
ORCA calculation (the ωB97M-V functional and the def2-TZVPD basis) on 2 unconnected molecules or ions with the total composition C3H9NO2S2.

Each line ends with the natural charge from an NBO analysis.
CARTESIAN COORDINATES (ANGSTROEM)
S (-1.977, -2.656, -2.209)  -0.1326
S (-1.058, -0.894, -2.531)  0.1221
C (0.095, -0.492, -1.248)  -0.5688
C (0.252, 1.033, -1.096)  -0.5124
C (1.045, 1.449, 0.124)  0.6827
N (1.655, 0.485, 0.900)  -0.8264
O (1.267, 2.624, 0.333)  -0.6018
H (-2.804, -2.540, -1.120)  0.1186
H (-0.215, -0.973, -0.317)  0.2153
H (1.077, -0.889, -1.500)  0.2220
H (-0.688, 1.568, -1.219)  0.2493
H (0.803, 1.382, -1.965)  0.2419
H (1.185, -0.405, 0.945)  0.3864
H (2.132, 0.824, 1.708)  0.4020
H (-1.601, -0.518, 2.840)  0.4711
H (-0.269, -0.150, 3.504)  0.4693
O (-0.901, 0.150, 2.851)  -0.9387

Calculated values
SMILES string: NC(=O)CCSS.O
Lowest unoccupied orbital energy, eV: 0.18
E_HOMO, Eh: -0.3292
Kohn-Sham gap, eV: 9.14

Quick one: most stable of them? <2>